Record 1
Formula: C42H36AlIN4O7P2S3Te
Source: the OMol25 dataset
Level of theory: ωB97M-V/def2-TZVPD

The geometry in XYZ format:
```
97
Properties=species:S:1:pos:R:3:forces:R:3:lowdin_charge:R:1
Al -1.4568 0.2252 -0.7176 -0.024 0.069 -0.112 -0.42
Te -0.3563 -0.8279 3.6537 -0.075 0.218 -0.092 1.30
C 1.0904 -0.8892 5.2006 0.019 -0.014 -0.032 -0.53
C 2.4528 -1.0087 4.9498 0.004 0.044 -0.004 -0.13
C 3.3357 -1.0695 6.0151 0.053 -0.008 -0.055 -0.18
N 2.9761 -1.0175 7.2977 0.037 -0.004 0.082 0.02
C 1.6678 -0.8989 7.5300 -0.034 0.009 0.037 -0.20
C 0.7041 -0.8323 6.5402 0.020 -0.027 -0.019 -0.15
C 1.0208 -0.7103 2.0674 -0.057 -0.136 0.020 -0.95
P 0.9869 -2.3043 1.1391 -0.249 0.132 0.000 0.90
C 1.5008 -3.5338 2.4193 0.110 -0.139 -0.105 -0.38
C 0.4837 -4.0844 3.2044 -0.075 -0.095 -0.041 -0.17
C 0.7526 -5.0510 4.1598 0.009 -0.022 0.054 -0.10
C 2.0470 -5.5227 4.3342 -0.013 -0.005 -0.004 -0.12
C 3.0594 -5.0255 3.5291 0.047 -0.017 0.039 -0.11
C 2.7880 -4.0434 2.5847 -0.018 0.075 0.054 -0.09
C 2.4993 -2.2413 0.0804 0.013 0.025 0.106 -0.38
C 2.3733 -2.7032 -1.2249 -0.057 -0.039 -0.022 -0.11
C 3.4454 -2.6715 -2.1065 -0.011 -0.006 -0.040 -0.09
C 4.6678 -2.1789 -1.6828 0.071 0.034 -0.030 -0.11
C 4.8094 -1.7098 -0.3820 0.070 0.078 -0.004 -0.10
C 3.7314 -1.7329 0.4859 -0.023 0.121 0.004 -0.12
P 0.5917 0.6323 0.9566 0.146 0.013 -0.053 0.92
C 0.3974 2.1538 1.9741 -0.082 -0.064 0.070 -0.35
C -0.2878 3.2272 1.4198 0.021 0.005 0.012 -0.08
C -0.3791 4.4384 2.0914 -0.015 0.044 0.024 -0.09
C 0.2087 4.5872 3.3373 -0.022 0.043 -0.001 -0.11
C 0.8949 3.5206 3.9024 0.030 -0.036 0.037 -0.09
C 0.9881 2.3151 3.2262 -0.031 0.049 -0.007 -0.14
C 2.2361 1.1499 0.2448 -0.007 0.136 0.098 -0.31
C 2.4758 1.1957 -1.1192 0.023 -0.142 0.011 -0.08
C 3.6713 1.7038 -1.6187 0.021 -0.028 -0.060 -0.09
C 4.6356 2.1907 -0.7546 0.064 -0.017 -0.072 -0.12
C 4.4165 2.1308 0.6174 0.096 -0.093 0.063 -0.10
C 3.2386 1.5993 1.1076 -0.060 -0.045 -0.028 -0.10
H 2.8027 -1.0400 3.9231 -0.012 -0.021 -0.023 0.07
H 4.4014 -1.1700 5.8249 -0.003 0.003 0.009 0.09
H 1.3725 -0.8504 8.5752 0.006 -0.002 0.002 0.09
H -0.3397 -0.7317 6.8163 -0.023 -0.002 -0.002 0.08
H -0.5362 -3.7532 3.0573 0.044 -0.040 -0.030 0.06
H -0.0579 -5.4432 4.7629 0.008 -0.004 0.010 0.09
H 2.2599 -6.2791 5.0806 0.001 -0.003 -0.003 0.09
H 4.0728 -5.3969 3.6351 -0.007 0.003 0.014 0.09
H 3.5987 -3.6771 1.9720 0.024 0.026 -0.037 0.08
H 1.4101 -3.0748 -1.5552 -0.033 -0.008 0.013 0.09
H 3.3131 -3.0081 -3.1277 0.014 -0.008 -0.005 0.10
H 5.5053 -2.1341 -2.3699 0.000 -0.007 0.005 0.09
H 5.7563 -1.2950 -0.0564 0.008 0.004 0.008 0.10
H 3.8222 -1.3191 1.4831 0.000 0.007 0.046 0.10
H -0.7596 3.1139 0.4571 -0.040 -0.023 -0.044 0.07
H -0.9239 5.2610 1.6433 -0.001 -0.001 -0.003 0.10
H 0.1277 5.5275 3.8704 0.003 0.002 -0.001 0.09
H 1.3567 3.6231 4.8775 -0.003 0.001 0.005 0.10
H 1.5306 1.4906 3.6668 -0.020 -0.065 0.065 0.06
H 1.7536 0.7735 -1.7958 -0.146 0.001 -0.147 0.07
H 3.8441 1.7023 -2.6890 -0.009 0.006 0.007 0.10
H 5.5656 2.5927 -1.1414 -0.017 0.012 0.000 0.09
H 5.1763 2.4853 1.3055 -0.013 0.008 -0.001 0.09
H 3.0800 1.5270 2.1755 0.068 0.011 -0.016 0.09
C -7.2911 2.1871 -6.1700 -0.021 0.024 -0.023 -0.07
C -6.2753 1.3807 -5.4070 0.021 -0.009 0.013 -0.29
C -4.9423 1.7801 -5.3528 0.013 0.010 0.016 -0.04
C -4.0056 1.0372 -4.6540 0.025 0.011 -0.031 -0.05
C -4.3984 -0.1194 -4.0009 0.044 -0.103 -0.005 -0.25
C -5.7179 -0.5314 -4.0349 -0.001 0.002 0.032 -0.04
C -6.6486 0.2195 -4.7400 -0.008 -0.009 0.020 -0.05
S -3.2181 -1.0454 -3.0516 0.013 0.267 -0.102 0.63
O -3.8874 -2.1853 -2.4722 -0.051 -0.055 0.018 -0.31
O -2.8470 -0.0231 -2.0096 0.035 -0.171 0.033 -0.29
N -2.1068 -1.3013 -4.0821 -0.171 -0.018 0.023 -0.18
C -0.9301 -2.0137 -3.5888 0.094 -0.080 -0.001 -0.20
C -0.0234 -0.9429 -3.0188 0.005 0.092 0.022 -0.57
O 0.7719 -0.3327 -3.7446 0.001 -0.121 0.016 0.01
O -0.2180 -0.5987 -1.7867 0.071 -0.104 -0.053 -0.05
H -6.8936 3.1669 -6.4353 0.002 0.005 -0.001 0.07
H -8.1968 2.3384 -5.5809 -0.013 -0.003 0.005 0.07
H -7.5815 1.6835 -7.0953 -0.002 -0.005 -0.006 0.07
H -4.6358 2.6931 -5.8514 -0.001 0.007 -0.003 0.10
H -2.9707 1.3474 -4.6071 0.015 -0.007 -0.002 0.10
H -5.9990 -1.4234 -3.4913 -0.003 -0.010 -0.006 0.11
H -7.6865 -0.0958 -4.7580 0.000 -0.002 -0.001 0.11
H -0.4406 -2.4869 -4.4405 0.034 0.011 0.038 0.11
H -1.1513 -2.7700 -2.8269 -0.023 0.004 -0.015 0.12
O -2.5259 1.3415 0.3305 -0.077 0.080 -0.085 -0.40
S -3.4686 0.3954 1.1143 0.202 -0.036 -0.040 0.20
O -4.7546 0.3501 0.4666 -0.156 0.008 0.054 -0.36
O -3.4728 0.7566 2.5101 -0.007 0.029 0.045 -0.40
S -2.3837 -1.3251 0.7901 0.047 -0.051 0.110 0.46
I -2.8220 5.3560 -3.8210 -0.003 -0.001 0.000 0.82
C -1.8050 3.6958 -3.1519 0.018 0.017 0.009 -0.76
C -0.8206 3.0016 -3.8257 0.028 0.017 0.011 -0.14
N -0.4530 1.9899 -3.0351 -0.079 0.139 0.038 0.07
N -1.1459 1.9864 -1.8915 -0.045 -0.080 0.079 0.05
C -1.9812 3.0133 -1.9437 0.010 0.131 0.013 -0.15
H -0.3712 3.1571 -4.7911 -0.007 -0.007 -0.010 0.12
H 0.1685 1.1982 -3.2723 0.166 -0.030 -0.001 0.10
H -2.6695 3.1820 -1.1324 -0.024 -0.008 -0.009 0.12
```
Forces are in eV/Å.

## Properties
- relative energy (zero: lowest compared OMol25 entry of this formula, charge and spin) (kcal per mole) = 0.0
- highest occupied orbital energy (eV) = -1.68
- 2S+1 = 1
- charge = -2
- DFT total energy (eV) = -137512.0222
- orbital gap (eV) = 4.8

Record 2
Formula: C42H36BrN4O6S6V
Source: the OMol25 dataset
Level of theory: ωB97M-V/def2-TZVPD

The geometry in XYZ format:
```
96
Properties=species:S:1:pos:R:3:forces:R:3:lowdin_spin:R:1
V -1.1091 0.4252 -0.4971 -0.416 -0.285 -1.134 1.16
Br -0.4091 5.2019 5.2886 0.022 0.030 -0.009 0.00
C -0.4026 4.1673 3.7101 -0.061 0.019 -0.025 0.00
C -1.4474 4.2973 2.8008 0.079 0.023 0.043 0.00
C -1.4821 3.4925 1.6770 0.078 -0.109 0.087 0.00
C -0.4848 2.5430 1.4923 0.154 0.053 0.149 0.00
O -0.5667 1.7149 0.4380 0.524 0.743 0.615 -0.04
C 0.6021 2.4335 2.3713 -0.157 0.155 -0.036 0.00
C 1.6966 1.4732 2.1703 -0.198 -0.069 0.052 0.00
N 1.5840 0.4697 1.4043 0.136 -0.086 0.027 0.00
C 2.6614 -0.4287 1.2978 -0.060 0.056 0.164 0.00
C 3.1783 -1.0712 2.3925 -0.199 0.084 -0.037 0.00
C 4.1992 -2.0360 2.2458 0.170 -0.096 -0.191 0.00
C 4.6967 -2.3322 1.0110 0.218 0.461 0.434 0.00
C 4.2063 -1.6583 -0.1338 0.994 1.261 0.071 0.00
C 4.7202 -1.8888 -1.4316 2.140 2.153 0.668 0.00
C 4.2291 -1.1706 -2.4802 1.555 1.312 0.832 0.00
C 3.2119 -0.2207 -2.2328 1.279 1.130 0.022 0.00
N 2.6952 0.0097 -1.0549 1.358 0.908 0.520 0.00
C 3.1806 -0.6990 -0.0031 0.448 0.349 0.119 0.00
C 0.6329 3.2811 3.4794 -0.062 -0.125 -0.057 0.00
H -2.2233 5.0313 2.9658 -0.017 -0.005 0.040 0.00
H -2.2793 3.5705 0.9497 -0.008 -0.036 0.003 0.00
H 2.6094 1.6675 2.7431 0.062 0.000 -0.048 0.00
H 2.7825 -0.8407 3.3739 -0.080 -0.035 0.031 0.00
H 4.5856 -2.5339 3.1250 0.017 -0.010 0.012 0.00
H 5.4770 -3.0719 0.8885 0.044 0.038 0.029 0.00
H 5.5024 -2.6251 -1.5705 0.039 0.572 0.134 0.00
H 4.6039 -1.3074 -3.4849 0.129 0.233 0.127 0.00
H 2.8173 0.3687 -3.0540 0.246 0.145 0.049 0.00
H 1.4598 3.2196 4.1741 0.019 0.002 0.042 0.00
O -4.0793 3.5557 -5.8291 -0.019 0.035 -0.046 0.00
C -3.5743 3.0026 -4.9027 -0.005 -0.076 0.023 0.00
S -4.4267 2.6722 -3.3672 0.051 0.013 0.006 0.00
C -3.0761 1.8995 -2.5779 0.089 0.039 0.014 -0.01
C -1.9374 1.7711 -3.2746 -0.025 0.057 0.032 0.00
S -0.5018 1.0614 -2.5869 -0.181 0.029 0.103 -0.06
S -1.9005 2.3850 -4.9098 -0.008 0.026 0.025 0.00
S -3.2262 1.3721 -0.9273 0.225 -0.169 -0.031 -0.05
O -1.8971 -1.2791 -0.7608 -0.178 -0.917 0.191 0.01
S -2.6894 -2.4001 -0.0913 -0.138 -0.136 -0.285 0.00
C -2.3986 -3.7240 -1.2865 0.012 -0.014 0.080 0.00
C -0.9177 -4.0850 -1.4665 0.011 0.032 -0.031 0.00
C -0.3549 -3.8412 -2.8655 -0.008 -0.069 -0.068 0.00
C -0.0815 -2.3957 -3.2540 -0.155 -0.169 0.327 0.00
S 1.1722 -1.4473 -2.3345 -1.650 -1.543 -0.805 0.00
O 0.6225 -1.1879 -0.9507 -1.118 -0.039 0.281 0.01
C 2.4117 -2.7044 -2.0929 -1.995 -1.532 0.158 0.00
C 2.6220 -3.2427 -0.8346 -1.377 -0.813 -0.895 0.00
C 3.6196 -4.1944 -0.6706 -0.233 -1.264 -0.535 0.00
C 4.3904 -4.5901 -1.7522 -0.486 -0.357 0.230 0.00
C 4.1788 -4.0301 -3.0068 -0.547 -0.427 -0.590 0.00
C 3.1914 -3.0754 -3.1810 -0.750 -1.635 -0.479 0.00
C -1.7814 -3.0808 1.2845 -0.134 0.083 0.048 0.00
C -2.4641 -4.0696 1.9835 -0.008 0.064 0.039 0.00
C -1.8608 -4.6577 3.0831 -0.025 -0.015 -0.036 0.00
C -0.5964 -4.2459 3.4784 0.018 0.007 0.017 0.00
C 0.0666 -3.2527 2.7743 -0.024 0.027 -0.079 0.00
C -0.5238 -2.6550 1.6671 0.193 -0.137 -0.038 0.00
H -2.8756 -3.3697 -2.2023 0.002 0.047 0.001 0.00
H -2.9901 -4.5599 -0.9115 -0.020 -0.030 -0.017 0.00
H -0.7994 -5.1432 -1.2307 -0.002 0.013 0.011 0.00
H -0.3104 -3.5427 -0.7424 0.025 -0.019 -0.009 0.00
H -1.0310 -4.2543 -3.6201 -0.022 -0.056 0.024 0.00
H 0.5739 -4.4098 -2.9490 -0.016 0.024 -0.034 0.00
H -0.9585 -1.7483 -3.1787 -0.040 -0.049 -0.041 0.00
H 0.2662 -2.3510 -4.2886 0.031 0.062 -0.014 0.00
H 2.0252 -2.9029 0.0006 -0.112 -0.154 -0.028 0.00
H 3.7981 -4.6190 0.3082 -0.053 -0.025 -0.076 0.00
H 5.1662 -5.3319 -1.6195 0.034 -0.022 0.013 0.00
H 4.7911 -4.3300 -3.8460 0.017 0.001 -0.028 0.00
H 3.0358 -2.6192 -4.1510 -0.103 -0.120 -0.043 0.00
H -3.4606 -4.3733 1.6868 -0.054 0.010 -0.016 0.00
H -2.3826 -5.4285 3.6326 -0.009 -0.012 0.008 0.00
H -0.1290 -4.6972 4.3424 0.015 -0.011 0.014 0.00
H 1.0506 -2.9336 3.0815 0.092 0.067 0.044 0.00
H 0.0124 -1.8961 1.1090 -0.054 0.015 -0.034 0.00
O 0.9967 1.8035 7.1984 0.070 0.031 -0.061 0.00
C -0.0467 0.8940 7.4108 0.007 -0.017 0.015 0.00
N -1.0555 0.9272 6.3682 -0.079 -0.043 0.081 0.00
C -0.7928 0.3480 5.1759 0.122 0.172 -0.093 0.00
O 0.2839 -0.1803 4.9306 -0.013 -0.069 0.037 0.00
C -1.8796 0.3684 4.1430 0.008 -0.084 -0.101 0.00
C -3.2189 0.6468 4.3743 0.000 -0.031 -0.012 0.00
C -4.1085 0.5577 3.3150 0.010 -0.004 -0.030 0.00
C -3.6301 0.2146 2.0613 -0.039 0.093 0.053 0.00
N -2.3382 -0.0336 1.8214 0.081 0.158 -0.182 0.01
C -1.5011 0.0298 2.8516 0.134 -0.014 0.120 0.00
H 1.5646 1.4342 6.5120 -0.005 -0.001 0.011 0.00
H -0.5239 1.1595 8.3517 0.021 0.021 -0.041 0.00
H 0.3311 -0.1285 7.4644 -0.071 0.029 0.024 0.00
H -1.7971 1.6049 6.4359 -0.006 -0.037 0.019 0.00
H -3.5843 0.8991 5.3615 0.006 -0.002 0.019 0.00
H -5.1619 0.7509 3.4544 -0.023 -0.006 -0.005 0.00
H -4.3016 0.1445 1.2147 -0.013 0.012 -0.008 0.00
H -0.4643 -0.2094 2.6623 0.068 0.083 -0.014 0.00
```
Forces are in eV/Å.

## Properties
- relative energy (zero: lowest compared OMol25 entry of this formula, charge and spin) (kcal per mole) = 77.5
- ⟨S²⟩ = 0.79
- highest occupied orbital energy (alpha / beta) (eV) = -9.58 / -9.63
- 2S+1 = 2
- charge = +1
- DFT total energy (eV) = -223118.3059
- orbital gap (alpha / beta) (eV) = 6.0 / 6.8